Record 1
{
  "formula": "C26H44N3O5SSi",
  "method": "wB97M-V/def2-TZVPD",
  "species": ["C", "C", "C", "C", "C", "C", "C", "C", "C", "O", "C", "C", "S", "C", "O", "C", "N", "N", "C", "O", "O", "C", "C", "C", "C", "C", "C", "N", "C", "C", "O", "Si", "C", "C", "C", "C", "H", "H", "H", "H", "H", "H", "H", "H", "H", "H", "H", "H", "H", "H", "H", "H", "H", "H", "H", "H", "H", "H", "H", "H", "H", "H", "H", "H", "H", "H", "H", "H", "H", "H", "H", "H", "H", "H", "H", "H", "H", "H", "H", "H"],
  "xyz": [[4.6118, 0.4252, 2.4020], [4.2137, 0.5837, 0.9619], [4.9245, -0.0146, -0.0767], [4.5236, 0.1832, -1.3938], [3.4223, 0.9647, -1.7380], [3.0263, 1.1597, -3.1894], [2.1478, -0.0076, -3.6273], [4.2112, 1.3091, -4.1270], [2.7088, 1.5625, -0.6879], [1.6440, 2.4041, -1.0256], [0.5283, 2.3310, -0.1911], [-0.3645, 1.1355, -0.5643], [-0.8203, 1.4898, -2.3268], [-2.1945, 2.3490, -1.7820], [-2.9199, 3.1654, -2.5671], [-2.1838, 4.0409, -3.2290], [-1.6428, 4.8401, -3.8112], [-2.5315, 2.1358, -0.5507], [-3.6980, 2.8327, 0.0023], [-4.8481, 2.3283, -0.6232], [-5.8827, 2.2860, 0.3591], [-1.7123, 1.1509, 0.1800], [-1.5620, 1.5417, 1.6738], [-0.4848, 0.6753, 2.3656], [-0.9143, 0.1998, 3.7540], [0.3088, -0.1416, 4.6283], [0.4875, -1.6506, 4.8511], [1.8601, -2.0656, 5.1491], [-2.5126, -0.1623, 0.1847], [-2.6557, -0.8944, -1.1410], [-3.3310, -2.1163, -0.8729], [-2.4717, -3.4957, -1.2911], [-0.8011, -3.5081, -0.4032], [-3.4377, -5.0189, -0.7945], [-2.1138, -3.5194, -3.1303], [3.1138, 1.3710, 0.6273], [3.9595, -0.3017, 2.8762], [4.5309, 1.3863, 2.8955], [5.6342, 0.0808, 2.4788], [5.7960, -0.6157, 0.1268], [5.0961, -0.3028, -2.1642], [2.4823, 2.0966, -3.2566], [2.6812, -0.9405, -3.4891], [1.2552, -0.0235, -3.0103], [1.8439, 0.0907, -4.6629], [3.8570, 1.4454, -5.1439], [4.8058, 2.1829, -3.8832], [4.8513, 0.4338, -4.1415], [0.7750, 2.3249, 0.8613], [-0.0606, 3.2298, -0.3591], [0.1212, 0.1729, -0.4881], [-3.5820, 3.8949, -0.1993], [-3.7734, 2.7104, 1.0735], [-6.0533, 1.3353, 0.4330], [-2.5153, 1.3209, 2.1367], [-1.2983, 2.5883, 1.7841], [-0.2634, -0.2051, 1.7719], [0.4122, 1.2697, 2.4793], [-1.5276, -0.6918, 3.6847], [-1.4726, 0.9846, 4.2535], [0.2228, 0.3193, 5.6074], [1.2343, 0.2207, 4.1869], [-0.1038, -1.9674, 5.7030], [0.1816, -2.2134, 3.9721], [2.2102, -1.5749, 5.9622], [2.4750, -1.8457, 4.3763], [-2.1373, -0.8609, 0.9236], [-3.5189, 0.0957, 0.5084], [-1.6777, -1.0678, -1.5873], [-3.2939, -0.3314, -1.8179], [-0.4776, -2.5026, -0.1320], [-0.0374, -3.9016, -1.0686], [-0.8189, -4.1039, 0.5026], [-4.4648, -4.7266, -0.5890], [-3.4418, -5.7068, -1.6311], [-3.0126, -5.4838, 0.0852], [-1.4809, -2.6773, -3.4015], [-1.5958, -4.4331, -3.3960], [-3.0424, -3.4345, -3.6850], [2.5757, 1.8582, 1.4282]],
  "spin_multiplicity": 1,
  "charge": 1,
  "orbital_gap_ev": 7.1,
  "energy_ev": -61087.285
}

Record 2
{
  "formula": "C8H13NO3S",
  "method": "wB97M-V/def2-TZVPD",
  "species": ["C", "C", "C", "C", "C", "C", "C", "C", "N", "O", "O", "O", "S", "H", "H", "H", "H", "H", "H", "H", "H", "H", "H", "H", "H", "H"],
  "xyz": [[1.2498, 2.4303, 1.0686], [0.2248, 0.3974, 0.1742], [0.0376, 2.9271, 1.4673], [1.3042, 1.2208, 0.3002], [2.7911, -1.4871, -0.0814], [-3.9368, -1.1511, 0.3545], [2.7938, -0.2026, -0.8958], [-2.9125, -0.2258, -0.1625], [-1.0345, 0.9191, 0.5219], [-1.3049, 3.0876, -0.7625], [2.5863, 0.9667, -0.0507], [-1.9989, -0.0275, 0.9696], [-1.4439, 2.5099, 0.5740], [2.1457, 2.9205, 1.4009], [0.2694, -0.6103, -0.1443], [0.0443, 3.8249, 2.1426], [2.0709, -1.5034, 0.6844], [2.5903, -2.3217, -0.7058], [3.7159, -1.7764, 0.5412], [-3.5561, -2.0204, 0.8386], [-4.4038, -0.7018, 1.3259], [-4.7275, -1.4700, -0.3282], [2.0137, -0.2177, -1.6224], [3.7975, -0.0533, -1.2354], [-3.3843, 0.7450, -0.4893], [-2.5148, -0.8542, -1.0976]],
  "spin_multiplicity": 1,
  "charge": 0,
  "orbital_gap_ev": 8.7,
  "energy_ev": -26969.435
}

Record 3
{
  "formula": "C2H2N2O3",
  "method": "wB97M-V/def2-TZVPD",
  "species": ["C", "C", "N", "N", "O", "O", "O", "H", "H"],
  "xyz": [[0.3931, 0.5126, -0.5776], [-1.1116, 0.2280, 1.1993], [-0.4702, 0.8870, 0.1878], [1.4693, 0.4439, -1.0949], [-1.2814, 0.6987, 2.2861], [-1.6056, -0.9615, 0.8177], [1.9093, -0.1264, -2.2601], [-2.1438, -1.3292, 1.5357], [2.8410, -0.3531, -2.0939]],
  "spin_multiplicity": 1,
  "smiles": "O=C(O)N=C=NO",
  "charge": 0,
  "orbital_gap_ev": 10.3,
  "energy_ev": -11226.388
}